Arrangement w

C5H14N2P | wB97M-V/def2-TZVPD

XYZ file:
```
22
C5H14N2P, DFT wB97M-V/def2-TZVPD
C 0.8528 0.4275 -1.1043
C -0.3511 -1.3390 0.3458
C 2.0181 0.0632 -3.1644
C -0.2795 0.1690 2.8181
C -2.2016 1.1579 1.1507
N 0.0018 -0.0151 0.0607
N 1.2396 -0.3672 -1.9977
P -0.3230 1.2257 1.3620
H 1.1551 1.4260 -1.0857
H -1.4045 -1.5496 0.6165
H -0.2389 -1.9903 -0.5531
H 0.2488 -1.7837 1.1249
H 1.4840 0.9157 -3.7010
H 2.1247 -0.7888 -3.9172
H 3.0312 0.3911 -2.9280
H -0.2856 0.8899 3.5995
H 0.5882 -0.4685 3.0223
H -1.2846 -0.2651 2.8789
H -2.5902 0.7327 2.0561
H -2.2213 0.3735 0.3272
H -2.5572 2.1071 0.9312
H 0.9932 -1.3122 -1.8424
```

Its charge is +1. Its HOMO energy is -12.84 eV. The SMILES is C/[NH+]=C/N(C)P(C)C. The molar mass comes out at 133.16 g/mol. The value obtained for the orbital gap is 9.25 eV. As for the multiplicity: 1.

---

Arrangement x

C5H14N2P | wB97M-V/def2-TZVPD

XYZ file:
```
22
C5H14N2P, DFT wB97M-V/def2-TZVPD
C -0.2031 -0.4919 -1.5274
C 1.1944 -0.2521 -0.9260
C -1.1890 -1.2472 -0.6344
C -1.0679 -0.0416 1.5240
C 1.3096 0.8433 0.0761
N 1.1073 2.0846 -0.3050
N -1.9051 -0.3869 0.3455
P 1.4934 0.5452 1.8664
H -0.6504 0.4445 -1.8648
H -0.0526 -1.1150 -2.4088
H 1.5404 -1.1833 -0.4791
H 1.8724 -0.0072 -1.7493
H -1.9329 -1.7207 -1.2780
H -0.6720 -2.0248 -0.0691
H -1.0128 -0.8973 2.1895
H -1.4912 0.8106 2.0437
H 1.2107 2.8400 0.3590
H 0.9000 2.3361 -1.2633
H -2.1801 0.4847 -0.1176
H -2.7797 -0.8654 0.6167
H 2.9136 0.6795 1.8231
H 1.5949 -0.8349 1.7789
```

Its charge is +1. Its HOMO energy is -10.74 eV. The molar mass comes out at 133.16 g/mol. The value obtained for the orbital gap is 6.84 eV. As for the multiplicity: 1.

---

Least stable of them? arrangement x.

---

Arrangement w

CH10NP5 | wB97M-V/def2-TZVPD

XYZ file:
```
17
CH10NP5, DFT wB97M-V/def2-TZVPD
C -0.1482 1.3322 1.5371
N 0.1340 -0.0296 1.2839
P -2.3250 -0.1462 -1.4162
P 1.9146 -2.2851 0.7454
P 1.8963 0.8450 -1.0342
P -2.7288 -0.5093 0.6065
P 0.6187 -0.6555 -0.1267
H 0.7046 1.9426 1.4805
H -1.1018 1.6797 0.9322
H -0.6716 1.3500 2.4919
H -1.6548 1.2996 -1.3074
H -0.6845 -0.5720 -1.2430
H 3.0369 -1.3408 0.4618
H 2.0005 -2.7852 -0.6145
H 0.8772 1.5928 -1.5606
H 1.7301 0.2562 -2.2765
H -3.1142 -1.7994 0.5274
```

Its HOMO energy is -7.80 eV. The molar mass comes out at 190.97 g/mol. The value obtained for the orbital gap is 6.51 eV. As for the multiplicity: 1.

---

Arrangement x

CH10NP5 | wB97M-V/def2-TZVPD

XYZ file:
```
17
CH10NP5, DFT wB97M-V/def2-TZVPD
C -0.0879 0.1184 -1.2960
N -0.1169 0.4407 0.0838
P -3.1820 0.2287 0.2718
P 2.6546 1.6102 0.0987
P 2.2581 -1.4471 0.6656
P -1.6265 -1.1307 0.9008
P 1.1506 0.3410 1.1300
H -1.1216 0.2699 -1.8216
H 0.5495 0.9274 -1.6639
H 0.3410 -0.8730 -1.3944
H -4.0881 -0.7222 0.9091
H -2.9805 0.7743 1.5496
H 3.0745 2.1099 1.3377
H 1.6909 2.5062 -0.5263
H 2.0238 -1.3570 -0.7903
H 1.0963 -2.1942 0.9723
H -1.6356 -1.6026 -0.4270
```

Its HOMO energy is -8.09 eV. The molar mass comes out at 190.97 g/mol. The value obtained for the orbital gap is 7.50 eV. As for the multiplicity: 1.

---

Least stable of them? arrangement w.

---

Arrangement w

CH5NO2S | wB97M-V/def2-TZVPD

XYZ file:
```
10
CH5NO2S, DFT wB97M-V/def2-TZVPD
C 0.6957 0.0963 -0.3142
N -0.2915 1.0640 -0.2660
O -0.0760 -1.5062 1.5919
O -1.8011 -1.5180 -0.5232
S -0.4308 -1.8968 0.0004
H 1.2265 -0.0141 0.6796
H 1.2579 -0.1436 -1.2215
H -0.5886 1.4320 0.6435
H -0.8606 -1.3300 2.0737
H -1.0631 1.0751 -0.9198
```

Its HOMO energy is -7.75 eV. The molar mass comes out at 95.12 g/mol. The value obtained for the orbital gap is 8.40 eV. As for the multiplicity: 1.

---

Arrangement x

CH5NO2S | wB97M-V/def2-TZVPD

XYZ file:
```
10
CH5NO2S, DFT wB97M-V/def2-TZVPD
C -1.3197 2.0492 -1.8048
N 1.7385 -1.3666 2.0561
O -0.9868 -1.1673 0.3545
O -1.4109 1.0231 -0.9838
S -0.6973 -0.4420 -0.9129
H -0.5931 2.0282 -2.6803
H -2.1066 2.8438 -1.5590
H 2.7049 -1.3825 1.5722
H 1.7348 -2.2058 2.5666
H 0.9361 -1.3802 1.3915
```

Its HOMO energy (alpha / beta) is -8.22 / -8.86 eV. The molar mass comes out at 95.12 g/mol. The value obtained for the orbital gap (alpha / beta) is 7.11 / 8.86 eV. As for the multiplicity: 1.

---

Least stable of them? arrangement x.